Record 1
Here is C51H45BrF4N2OP3Ta as an isolated structure in a non-equilibrium geometry from the Open Molecules 2025 dataset. Energies are from ωB97M-V/def2-TZVPD.

Last column: Mulliken charge in e.
Cartesian coordinates (Å):
Ta: -0.585 -2.038 0.891  0.730
C: -2.526 0.367 -1.876  -0.584
C: -1.459 1.351 -2.365  -0.459
C: -0.211 0.690 -1.883  -0.605
C: -0.584 -0.442 -1.144  0.776
C: 0.298 -1.511 -0.588  -0.616
C: -2.000 -0.623 -0.918  -0.109
H: -3.511 0.196 -2.292  0.485
H: -1.503 2.147 -3.270  0.375
H: 0.779 1.109 -2.209  0.469
H: 3.229 2.880 5.679  0.040
H: 1.258 -1.751 -1.184  0.482
H: -1.300 -0.441 1.313  -0.054
F: 2.285 -10.179 -1.755  -0.212
C: 1.865 -9.336 -2.713  0.362
C: 2.109 -9.597 -4.068  0.164
F: 2.686 -10.807 -4.525  -0.210
C: 1.818 -8.503 -4.895  0.411
F: 2.373 -8.692 -6.172  -0.261
C: 0.960 -7.439 -4.605  0.861
P: 0.373 -5.984 -5.318  -0.041
C: -1.198 -6.597 -6.208  0.559
C: -2.456 -5.957 -6.016  -0.413
C: -3.577 -6.489 -6.681  -0.474
C: -3.480 -7.496 -7.644  -0.475
C: -2.189 -8.097 -7.886  -0.446
C: -1.049 -7.740 -7.142  -0.356
C: 1.859 -5.574 -6.297  0.729
C: 2.266 -5.904 -7.620  -0.183
C: 3.589 -5.626 -7.911  -0.490
C: 4.410 -4.892 -7.076  -0.494
C: 3.952 -4.518 -5.810  -0.637
C: 2.717 -4.950 -5.407  -0.490
C: 0.995 -7.108 -3.230  -0.337
Br: 0.635 -2.983 3.010  -0.344
C: 1.218 -8.021 -2.284  -0.021
F: 1.351 -7.651 -0.963  -0.255
H: -2.462 -5.169 -5.272  0.381
H: -4.539 -6.002 -6.647  0.364
H: -4.481 -7.957 -7.976  0.320
H: -1.984 -8.991 -8.496  0.353
H: -0.167 -8.286 -7.279  0.411
H: 1.613 -6.314 -8.425  0.426
H: 3.998 -5.936 -8.865  0.419
H: 5.400 -4.653 -7.394  0.427
H: 4.625 -4.207 -5.048  0.360
H: 2.496 -4.791 -4.358  0.252
C: -4.806 -5.063 1.790  -0.905
N: -3.510 -4.488 1.517  -0.138
C: -3.298 -3.321 0.820  0.611
N: -4.114 -2.318 0.498  -0.237
O: -1.969 -3.318 0.450  -0.575
H: -5.322 -4.541 2.640  0.293
H: -4.590 -6.122 2.046  0.346
H: -5.431 -5.098 0.839  0.343
H: -2.693 -5.173 1.472  0.338
H: -5.101 -2.279 0.691  0.283
H: -3.913 -1.598 -0.298  0.108
C: 0.267 6.359 3.831  -1.136
P: 0.759 6.806 2.040  0.426
C: 2.265 7.832 2.538  0.209
C: 1.965 9.249 2.411  -0.446
C: 2.828 10.078 3.015  -0.266
C: 4.008 9.720 3.607  -0.398
C: 4.296 8.376 3.546  -0.580
C: 3.492 7.470 2.990  0.127
C: 1.405 5.172 1.171  0.348
C: 2.303 5.245 0.085  -0.175
C: 2.610 4.185 -0.756  -0.969
C: 2.207 2.965 -0.339  -0.535
C: 1.523 2.848 0.840  -0.677
C: 1.113 3.889 1.677  -0.095
P: -1.533 6.034 4.469  0.239
C: -1.205 6.021 6.236  1.078
C: -0.235 5.197 6.836  -0.306
C: -0.183 5.247 8.237  -0.861
C: -0.924 6.132 8.945  -0.383
C: -2.064 6.720 8.414  -0.561
C: -2.078 6.789 7.021  -0.501
C: -2.016 4.309 4.058  0.787
C: -2.903 4.100 2.950  -0.698
C: -2.904 2.853 2.350  -0.636
C: -2.376 1.723 2.981  -0.210
C: -1.654 1.919 4.194  -0.880
C: -1.358 3.191 4.610  -0.203
H: 0.138 7.411 4.296  0.458
H: 0.996 5.862 4.441  0.679
H: 1.116 9.845 2.350  0.390
H: 2.581 11.173 3.014  0.307
H: 4.423 10.682 3.922  0.392
H: 5.056 7.811 4.120  0.295
H: 3.969 6.503 3.129  0.393
H: 2.731 6.262 -0.070  0.382
H: 3.246 4.333 -1.588  0.469
H: 2.336 2.008 -0.773  0.692
H: 1.158 1.884 1.087  0.501
H: 0.612 3.827 2.642  0.220
H: 0.510 4.697 6.221  0.407
H: 0.513 4.554 8.674  0.416
H: -0.643 6.389 9.993  0.394
H: -2.804 7.287 8.988  0.394
H: -2.759 7.498 6.563  0.361
H: -3.533 4.815 2.463  0.422
H: -3.366 2.797 1.350  0.418
H: -2.469 0.755 2.491  0.492
H: -1.229 1.034 4.723  0.349
H: -0.598 3.448 5.324  0.455
H: 3.262 2.528 5.034  -0.040

Values from the calculation:
energy above the lowest of the compared OMol25 structures with the same formula, charge and spin: 0.00 kJ/mol
E: -6207.55623 hartree
net charge: +4
multiplicity: 1
LUMO level (spin up / spin down): -13.6 / -13.8 eV
HOMO energy (spin up / spin down): -16.11 / -16.11 eV



Record 2
Here is C51H48BaN4O8S as an isolated structure in a non-equilibrium geometry from the Open Molecules 2025 dataset. Energies are from ωB97M-V/def2-TZVPD.

Last column: Mulliken charge in e.
Cartesian coordinates (Å):
Ba: -0.773 -0.832 0.379  2.917
C: -3.162 5.092 -2.894  -1.872
C: -2.712 3.623 -2.956  1.469
C: -2.940 3.069 -4.375  -1.867
O: -3.461 2.885 -2.033  -0.321
C: -2.618 1.881 -1.472  -1.063
C: -1.206 2.458 -1.636  0.494
O: -1.360 3.531 -2.572  -0.485
C: -0.071 1.416 -2.015  1.818
O: -0.226 0.331 -1.248  -1.114
C: -0.050 1.055 -3.502  0.136
C: 0.045 1.969 -4.549  0.176
C: 0.096 1.534 -5.865  -1.084
C: 0.082 0.181 -6.155  -0.620
C: 0.021 -0.737 -5.121  -0.886
C: -0.049 -0.301 -3.813  -0.780
C: 1.230 2.142 -1.630  0.540
C: 2.229 2.577 -2.488  -0.262
C: 3.377 3.176 -1.989  -0.998
C: 3.559 3.322 -0.627  -0.941
C: 2.575 2.875 0.239  -0.411
C: 1.420 2.317 -0.263  -0.583
C: -3.088 1.492 -0.021  2.624
O: -2.561 0.296 0.308  -1.300
C: -2.778 2.528 1.061  0.479
C: -2.628 2.011 2.345  -1.137
C: -2.427 2.840 3.429  -0.777
C: -2.353 4.213 3.247  -0.649
C: -2.471 4.738 1.972  -1.006
C: -2.696 3.903 0.887  0.211
C: -4.628 1.420 -0.127  -0.298
C: -5.194 0.160 -0.268  -0.935
C: -6.564 0.010 -0.371  -0.805
C: -7.391 1.122 -0.343  -0.469
C: -6.832 2.383 -0.216  -1.083
C: -5.461 2.530 -0.105  0.249
H: -4.236 5.149 -3.050  0.327
H: -2.649 5.676 -3.652  0.419
H: -2.925 5.503 -1.917  0.413
H: -4.007 3.083 -4.587  0.487
H: -2.582 2.045 -4.417  0.320
H: -2.408 3.669 -5.109  0.364
H: -2.703 0.939 -2.031  0.937
H: -0.890 2.900 -0.685  0.017
H: 0.066 3.026 -4.335  0.674
H: 0.145 2.258 -6.674  0.385
H: 0.126 -0.156 -7.184  0.368
H: 0.036 -1.798 -5.336  0.439
H: -0.093 -1.005 -2.996  0.385
H: 2.139 2.443 -3.557  0.503
H: 4.149 3.513 -2.675  0.385
H: 4.468 3.769 -0.238  0.375
H: 2.718 2.945 1.311  0.435
H: 0.671 1.941 0.408  0.103
H: -2.664 0.936 2.435  0.638
H: -2.327 2.417 4.421  0.424
H: -2.198 4.864 4.100  0.342
H: -2.384 5.809 1.825  0.429
H: -2.798 4.327 -0.100  0.136
H: -4.523 -0.687 -0.270  0.518
H: -6.987 -0.982 -0.469  0.436
H: -8.466 1.004 -0.412  0.367
H: -7.468 3.262 -0.201  0.380
H: -5.050 3.522 0.002  0.358
C: 7.184 -0.505 4.019  -1.620
C: 5.908 -0.524 3.225  1.175
C: 5.881 -0.002 1.937  -1.019
C: 4.716 -0.037 1.195  0.106
C: 3.572 -0.604 1.724  -0.637
C: 3.571 -1.081 3.020  -0.576
C: 4.738 -1.045 3.765  -1.005
S: 2.098 -0.737 0.668  0.929
O: 1.112 -0.025 1.439  -0.505
O: 2.534 -0.257 -0.611  -0.789
N: 1.653 -2.256 0.692  0.876
C: 2.377 -3.251 0.178  -0.482
C: 3.713 -3.144 -0.212  -0.495
C: 4.419 -4.232 -0.706  -1.064
C: 3.831 -5.465 -0.852  -0.893
C: 2.480 -5.630 -0.502  1.349
C: 1.778 -6.837 -0.698  -0.596
C: 0.457 -6.918 -0.352  -0.831
C: -0.154 -5.791 0.220  -0.491
N: 0.469 -4.662 0.424  0.120
C: 1.747 -4.540 0.048  0.176
H: 8.043 -0.432 3.356  0.365
H: 7.290 -1.407 4.620  0.386
H: 7.197 0.354 4.690  0.283
H: 6.780 0.431 1.517  0.340
H: 4.666 0.361 0.193  0.514
H: 2.655 -1.484 3.424  0.450
H: 4.749 -1.426 4.778  0.384
H: 4.185 -2.176 -0.149  0.371
H: 5.455 -4.095 -0.993  0.369
H: 4.378 -6.313 -1.247  0.327
H: 2.295 -7.678 -1.148  0.363
H: -0.118 -7.822 -0.506  0.410
H: -1.193 -5.804 0.512  0.482
O: -3.385 -4.769 0.670  -0.814
C: -2.764 -3.764 0.487  0.704
N: -2.140 -2.790 0.308  -1.416
C: 1.005 -4.132 3.979  -0.737
N: 0.130 -3.004 4.126  0.360
C: -0.346 -2.684 5.449  -1.076
C: -0.327 -2.311 3.060  0.549
O: -1.046 -1.342 3.158  -0.703
H: 1.931 -3.969 4.543  0.316
H: 1.245 -4.255 2.924  0.065
H: 0.531 -5.048 4.351  0.316
H: -1.083 -3.419 5.792  0.271
H: -0.819 -1.703 5.391  0.287
H: 0.483 -2.651 6.163  0.331
H: 0.022 -2.709 2.114  0.044

Values from the calculation:
energy above the lowest of the compared OMol25 structures with the same formula, charge and spin: 322.65 kJ/mol
E: -3216.94358 hartree
net charge: -2
multiplicity: 1
LUMO level: 3.8 eV
HOMO energy: -2.67 eV